{
  "formula": "C18H57HfN4O9",
  "method": "ωB97M-V/def2-TZVPD",
  "elements": ["Hf", "C", "C", "O", "H", "H", "H", "H", "H", "O", "H", "H", "O", "H", "H", "O", "H", "H", "O", "H", "H", "C", "C", "C", "O", "C", "N", "H", "H", "H", "H", "H", "H", "H", "H", "H", "H", "H", "C", "C", "C", "O", "C", "N", "H", "H", "H", "H", "H", "H", "H", "H", "H", "H", "H", "C", "C", "C", "O", "C", "N", "H", "H", "H", "H", "H", "H", "H", "H", "H", "H", "H", "C", "C", "C", "O", "C", "N", "H", "H", "H", "H", "H", "H", "H", "H", "H", "H", "H"],
  "positions_angstrom": [[9.7998, -1.0451, 5.4785], [7.1879, -0.9038, 8.4287], [8.4201, -1.7717, 8.7540], [9.3988, -1.7488, 7.7680], [7.3988, 0.0843, 8.0300], [6.5328, -0.7960, 9.2994], [6.5091, -1.5229, 7.8347], [7.9608, -2.7559, 8.9510], [8.7508, -1.5550, 9.7785], [8.5829, -3.0250, 5.3494], [8.5484, -3.6015, 6.1424], [7.8774, -3.3553, 4.7654], [4.5498, 1.5271, 9.2238], [4.5339, 0.5803, 9.3922], [4.3706, 1.6087, 8.2798], [8.9963, -5.1260, 7.1517], [8.7613, -4.4991, 7.8530], [8.7898, -5.9991, 7.5117], [9.5802, 1.0629, 6.7572], [9.1639, 1.7318, 6.1866], [9.6064, 1.4656, 7.6377], [4.8334, -4.4859, 6.8993], [5.5129, -5.1447, 5.7207], [5.6165, -6.6746, 5.9458], [6.2160, -7.3032, 4.8428], [6.4466, -8.6965, 5.0227], [4.6846, -4.8730, 4.5252], [4.9495, -3.4045, 6.8654], [5.2299, -4.8748, 7.8453], [3.7894, -4.7846, 7.0055], [6.5553, -4.8653, 5.5320], [4.5788, -7.0278, 5.9955], [6.0390, -6.8277, 6.9455], [6.3998, -9.2655, 4.0936], [5.6997, -9.1633, 5.6660], [7.4688, -8.8492, 5.3746], [3.8753, -5.4793, 4.6457], [5.2076, -5.3220, 3.7725], [5.5800, 0.0076, 12.3737], [6.7089, 0.6587, 13.1775], [8.0459, -0.1423, 12.9422], [8.9108, 0.1044, 13.9873], [10.0134, -0.7787, 14.1483], [6.8668, 2.0467, 12.8391], [5.5092, -1.0610, 12.5831], [5.7203, 0.0212, 11.2919], [4.6587, 0.4924, 12.6922], [6.4614, 0.5971, 14.2389], [8.4473, 0.2711, 12.0053], [7.8034, -1.1719, 12.6595], [10.4975, -0.5484, 15.0904], [10.6673, -0.6203, 13.2826], [9.7717, -1.8450, 14.1062], [7.7348, 2.4144, 13.2261], [6.8787, 2.3142, 11.8587], [-0.9856, -1.9330, 8.8372], [-0.0843, -2.9042, 9.5940], [1.2468, -2.2408, 9.9405], [1.9400, -1.9626, 8.7569], [3.3041, -1.7131, 8.9964], [-0.8502, -3.2512, 10.8163], [-0.6008, -1.6923, 7.8384], [-1.1159, -0.9625, 9.3171], [-1.9348, -2.4349, 8.6399], [0.1745, -3.7515, 8.9575], [1.8415, -2.9249, 10.5610], [0.9960, -1.4131, 10.6198], [3.6890, -2.6689, 9.3747], [3.5184, -0.8825, 9.6710], [3.8795, -1.5476, 8.0843], [-1.8060, -3.3653, 10.4660], [-1.0402, -2.3527, 11.2763], [13.6957, -3.6442, 8.3718], [12.7289, -3.5504, 9.5745], [12.8559, -2.2753, 10.4498], [14.1538, -1.7500, 10.3499], [15.1182, -2.4798, 11.0511], [11.3901, -3.8641, 9.2072], [14.7253, -3.6255, 8.7177], [13.3732, -2.8865, 7.6573], [13.6260, -4.6334, 7.9128], [13.0602, -4.4171, 10.1799], [12.6846, -2.5408, 11.4958], [12.1033, -1.5510, 10.1354], [15.0970, -2.1873, 12.1027], [16.1091, -2.4732, 10.5925], [14.9971, -3.5756, 10.9765], [11.2418, -4.4875, 8.4199], [10.8154, -3.0279, 9.0803]],
  "forces_ev_per_angstrom": [[-2.2, -1.7, 5.3], [-0.6, -0.9, 0.6], [-1.8, 0.4, 0.5], [1.3, 0.6, -3.2], [0.0, -0.1, -0.2], [0.5, 0.3, 0.4], [0.3, 0.5, -0.9], [0.4, -0.4, -0.6], [0.8, 0.6, -0.3], [0.6, 1.3, -0.3], [0.4, -0.2, -0.1], [0.2, 0.2, -0.2], [0.3, 0.0, -0.1], [-0.1, 0.1, -0.1], [-0.1, 0.1, 0.1], [0.0, 0.7, 0.3], [0.1, -0.4, 0.2], [-0.1, 0.0, -0.2], [-0.1, -0.5, -1.6], [0.1, 0.1, 0.1], [0.3, -0.4, 0.1], [0.7, -0.4, 1.0], [-0.9, -1.2, -0.6], [-1.2, 0.5, -0.1], [0.3, 0.3, 0.2], [0.3, -0.4, -0.1], [1.3, -0.6, 0.2], [-0.3, 0.0, 0.0], [0.4, 0.3, 0.0], [-0.2, 0.3, -0.6], [-0.1, 0.6, 0.1], [-0.1, -0.1, 0.3], [0.6, -0.5, -0.2], [-0.2, 0.6, -0.3], [0.1, 0.2, 0.3], [-0.1, -0.1, 0.5], [-0.3, 0.3, -0.2], [-0.4, 0.2, -0.3], [0.2, -0.3, 0.3], [-0.9, 0.2, -1.0], [0.3, 0.4, -0.9], [-0.3, -0.4, 0.3], [0.1, -0.2, -0.7], [1.3, -0.4, 0.1], [-0.1, 0.1, 0.5], [0.0, 0.7, 0.0], [-0.2, -0.1, -0.4], [0.3, -0.1, 0.1], [0.1, 0.2, 0.0], [0.1, -0.4, 1.0], [0.0, 0.1, -0.1], [0.4, 0.2, 0.2], [-0.5, 0.1, 0.2], [-0.4, 0.3, 0.6], [-0.6, -0.3, -0.1], [-0.4, 0.1, -1.2], [0.9, 0.4, 0.3], [-0.7, -1.0, 1.0], [0.0, 1.1, -0.2], [0.3, -1.2, -0.1], [-0.5, 1.4, -1.4], [0.4, -0.2, 0.1], [-0.1, -0.2, 0.4], [-0.2, 0.3, 0.1], [-0.5, -0.3, 0.2], [0.0, -0.2, 0.0], [0.5, 0.6, -0.5], [0.5, 0.3, 0.5], [-0.4, -0.1, 0.3], [-0.6, 0.2, -0.4], [0.0, -1.2, 0.3], [0.7, -0.2, 0.7], [-0.4, -0.6, 0.0], [0.4, -1.1, 0.1], [0.4, -0.8, 0.3], [-0.5, 0.3, -1.1], [0.6, -1.3, 0.3], [-0.3, 1.4, -0.4], [0.0, 0.7, -0.2], [0.6, 0.1, -0.1], [-0.4, 0.1, -0.1], [0.2, 0.1, 0.4], [-0.4, 0.0, 0.0], [0.3, 0.3, -0.1], [0.3, -0.1, 0.0], [0.0, 1.3, 0.1], [-0.9, 0.0, 0.3], [0.3, -0.2, 0.1], [-0.2, -0.3, 0.1]],
  "mulliken_charge": [0.978, -0.476, -0.026, -0.036, 0.328, -0.043, -0.001, 0.152, 0.306, -0.590, 0.438, 0.416, -0.609, 0.160, 0.320, -0.708, 0.243, 0.350, -0.580, 0.391, 0.302, -1.499, 1.200, -0.881, -0.355, -0.754, -0.693, 0.236, 0.447, 0.397, -0.469, 0.450, 0.352, 0.277, 0.347, 0.255, 0.356, 0.372, -1.258, 0.545, -0.652, -0.323, -0.699, -0.444, 0.461, 0.023, 0.421, 0.339, 0.278, 0.431, 0.309, 0.272, 0.321, 0.333, 0.235, -1.354, 0.265, -0.652, -0.412, -0.644, -0.547, 0.305, 0.364, 0.481, 0.320, 0.385, 0.313, 0.364, 0.254, 0.388, 0.344, 0.338, -1.278, 0.329, -0.398, -0.374, -0.786, -0.323, 0.366, 0.277, 0.443, 0.245, 0.336, 0.391, 0.336, 0.329, 0.320, 0.301, 0.030],
  "homo_ev": -15.2921,
  "homo_lumo_gap_ha": 0.0475,
  "total_charge": 3
}